1.
This record from the OMol25 dataset describes a single C2H2FNP2 molecule in a non-equilibrium geometry. The level of theory is wB97M-V/def2-TZVPD.

Each line ends with the Löwdin spin population.
Geometry (Å):
C: -0.026 0.653 -0.903  0.242
C: -0.117 0.819 -2.187  0.697
N: 0.450 -2.201 -1.488  0.167
F: -1.447 -0.204 -4.071  0.130
P: 0.206 -1.148 -0.476  0.124
P: 0.111 0.083 -3.655  0.590
H: -0.076 1.402 -0.128  0.033
H: 0.080 -1.061 0.933  0.016

Force components x, y, z for each atom (eV/Å):
C 1.0 -1.4 1.4
C -1.1 1.1 0.7
N 0.1 -1.2 -0.9
F 0.8 0.9 -0.2
P 0.4 3.3 0.7
P -0.5 -2.2 -1.8
H -0.5 0.0 0.2
H -0.2 -0.6 0.0

The spin multiplicity is 3. Its HOMO-LUMO gap (alpha / beta) is 5.69 / 6.43 eV. As for the expectation value of S²: 2.02. For the electronic energy, the calculation gives -24884.76244 eV. The value obtained for the maximum force is 3.4 eV Å⁻¹. Its net charge is 0. Its energy above the lowest of the compared OMol25 structures with the same formula, charge and spin is 0.0 kcal per mole.

=====

2.
This record from the OMol25 dataset describes 3 unconnected molecules or ions with the total composition C14H38BBr2O11PS2Si2. The level of theory is wB97M-V/def2-TZVPD.

Each line ends with the Mulliken charge.
Geometry (Å):
C: 4.745 -3.982 -0.563  -0.450
O: 4.707 -3.862 -1.971  -0.394
C: 3.448 -4.116 -2.572  -0.311
C: 3.060 -2.958 -3.473  -0.830
C: 2.792 -1.657 -2.681  -0.128
Si: 1.133 -0.863 -2.985  0.104
O: 0.214 -0.630 -1.624  0.183
Si: -1.078 -1.449 -0.991  0.511
B: -2.447 -1.809 -2.489  0.462
C: -2.501 -2.973 -3.545  -0.998
O: -3.391 -0.826 -2.504  -0.630
C: -0.551 -3.004 0.038  -0.549
Br: 1.251 -2.674 0.706  -0.138
C: -0.751 -4.338 -0.676  0.377
C: -2.232 -4.716 -0.625  -1.424
Br: 0.283 -5.825 0.089  -0.136
P: -2.072 -0.058 0.563  -0.400
O: -1.377 1.364 0.108  -0.196
O: -1.235 -0.489 1.925  -0.435
H: 4.137 -4.824 -0.214  0.277
H: 4.390 -3.067 -0.073  0.098
H: 5.781 -4.153 -0.275  0.282
H: 2.683 -4.269 -1.800  0.129
H: 3.515 -5.041 -3.156  0.371
H: 3.873 -2.798 -4.184  0.335
H: 2.181 -3.271 -4.047  0.404
H: 3.530 -0.899 -2.955  0.411
H: 2.934 -1.836 -1.614  -0.036
H: 1.294 0.463 -3.619  -0.242
H: 0.336 -1.714 -3.918  -0.228
H: -3.185 -3.741 -3.168  0.310
H: -2.915 -2.638 -4.503  0.409
H: -1.545 -3.456 -3.749  0.225
H: -3.928 -0.788 -3.311  0.278
H: -1.166 -2.993 0.939  0.760
H: -0.390 -4.307 -1.702  0.180
H: -2.427 -5.373 0.220  0.494
H: -2.859 -3.828 -0.507  0.280
H: -2.541 -5.243 -1.526  0.315
H: -0.424 1.285 -0.079  0.302
H: -0.271 -0.473 1.786  0.066
C: 2.463 3.867 1.236  -0.723
C: 3.202 3.201 2.372  -0.420
O: 2.401 2.176 3.033  -0.287
S: 2.258 0.783 2.309  1.190
C: 1.608 -0.130 3.660  -0.993
O: 3.553 0.297 1.942  -0.695
O: 1.255 0.874 1.281  -0.434
H: 2.298 3.181 0.407  0.219
H: 3.055 4.709 0.877  0.416
H: 1.494 4.238 1.571  0.080
H: 4.138 2.745 2.047  0.362
H: 3.423 3.901 3.174  0.291
H: 2.367 -0.182 4.436  0.369
H: 1.379 -1.126 3.283  0.299
H: 0.706 0.364 4.012  0.341
C: -1.679 4.496 0.863  -0.824
C: -2.983 3.951 1.388  -0.304
O: -3.554 4.782 2.444  -0.303
S: -4.277 6.118 2.011  1.240
C: -5.116 6.427 3.525  -0.945
O: -5.223 5.828 0.975  -0.647
O: -3.312 7.153 1.790  -0.619
H: -1.813 5.434 0.327  0.404
H: -1.255 3.756 0.186  0.323
H: -0.980 4.673 1.682  0.178
H: -3.728 3.836 0.601  0.361
H: -2.846 2.984 1.866  0.088
H: -5.833 5.630 3.697  0.311
H: -5.621 7.384 3.406  0.373
H: -4.381 6.481 4.323  0.312

Force components x, y, z for each atom (eV/Å):
C -0.1 0.0 0.0
O 0.0 0.0 0.0
C 0.0 0.0 0.1
C 0.0 0.0 0.1
C 0.1 0.0 -0.2
Si -0.1 0.2 -0.1
O 0.1 -0.4 -0.1
Si -0.4 0.1 0.3
B 0.1 -0.1 0.0
C 0.0 0.1 -0.1
O 0.1 0.2 -0.3
C -0.1 0.0 -0.1
Br 0.1 0.0 0.0
C 0.0 0.1 0.0
C 0.0 -0.1 -0.1
Br 0.0 -0.1 0.0
P 0.1 0.0 0.0
O 0.2 -0.1 -0.1
O 0.2 -0.1 0.0
H 0.0 0.0 0.0
H 0.0 0.0 0.0
H 0.0 0.0 0.0
H 0.0 0.0 0.0
H 0.0 0.0 0.0
H -0.1 0.0 -0.1
H 0.0 0.0 -0.1
H 0.1 0.0 0.1
H -0.1 0.1 0.0
H 0.0 0.0 0.0
H 0.0 0.0 0.1
H 0.0 0.0 0.0
H 0.0 0.0 0.0
H 0.0 0.0 0.1
H 0.0 -0.2 0.3
H 0.0 -0.1 0.1
H 0.0 0.1 0.0
H 0.0 0.1 0.1
H 0.0 0.0 -0.1
H 0.0 0.0 0.0
H -0.3 0.0 0.0
H -0.3 0.1 0.0
C -0.1 0.0 0.0
C 0.1 0.0 0.0
O 0.0 0.1 -0.1
S 0.1 -0.1 0.0
C 0.0 0.0 0.1
O 0.0 0.0 0.0
O 0.0 0.0 0.0
H 0.0 0.0 0.0
H 0.0 0.0 0.0
H 0.0 0.0 0.0
H 0.0 0.0 0.0
H 0.0 0.0 0.0
H 0.0 0.0 0.0
H 0.0 0.0 0.0
H 0.0 0.0 0.0
C 0.1 0.1 0.0
C -0.1 -0.2 -0.1
O 0.1 0.0 0.0
S 0.0 0.0 -0.1
C 0.0 0.0 0.0
O 0.0 0.0 0.0
O 0.0 0.0 0.0
H -0.1 0.0 0.0
H 0.0 0.0 0.0
H 0.0 0.0 0.0
H 0.0 0.0 0.0
H 0.0 0.0 0.0
H 0.0 0.0 0.0
H 0.0 0.0 0.0
H 0.0 0.0 0.0

Its HOMO-LUMO gap is 8.53 eV. For the electronic energy, the calculation gives -225136.58689 eV. The value obtained for the maximum force is 0.5 eV Å⁻¹. Its net charge is 0.

=====

3.
This record from the OMol25 dataset describes a gas-phase ion, C4H12NS (charge +1) in a non-equilibrium geometry. The level of theory is wB97M-V/def2-TZVPD.

Each line ends with the Mulliken charge.
Geometry (Å):
C: -1.660 -0.932 0.445  -0.541
C: -0.206 -1.111 0.007  -0.275
C: 0.342 0.023 -0.864  -1.002
S: 0.928 1.450 0.179  -0.022
C: 2.469 0.644 0.718  -0.739
N: -2.684 -1.275 -0.643  -0.337
H: -1.681 0.067 1.097  0.410
H: -1.844 -1.587 1.324  0.380
H: 0.477 -1.215 0.850  0.269
H: -0.141 -1.980 -0.661  0.274
H: 1.163 -0.258 -1.524  0.340
H: -0.507 0.233 -1.518  0.512
H: 3.156 1.392 1.102  0.362
H: 2.167 -0.121 1.419  0.237
H: 2.880 0.197 -0.195  0.254
H: -2.691 -2.287 -0.583  0.267
H: -1.927 -0.121 -0.478  0.314
H: -3.207 -0.736 -1.312  0.296

Force components x, y, z for each atom (eV/Å):
C 1.7 1.4 2.4
C 1.2 -0.7 -1.1
C -0.3 0.6 1.0
S -0.6 -0.2 -0.8
C -0.7 -0.1 -1.0
N 0.4 0.4 1.0
H -0.7 -0.8 -1.6
H -0.5 0.4 -0.6
H -0.4 -0.5 0.2
H -0.1 -0.3 0.6
H -0.1 -0.2 0.1
H 0.1 1.0 -0.5
H -0.1 -0.1 0.2
H 0.6 -0.1 0.4
H 0.2 0.0 0.4
H -0.1 0.2 -1.2
H -0.1 -0.9 0.1
H -0.5 0.0 0.2

Its HOMO-LUMO gap is 7.07 eV. For the electronic energy, the calculation gives -16655.93897 eV. The value obtained for the maximum force is 3.3 eV Å⁻¹. Its net charge is +1. Its energy above the lowest of the compared OMol25 structures with the same formula, charge and spin is 131.9 kcal per mole.

=====

4.
This record from the OMol25 dataset describes a single C3H5N3O molecule. The level of theory is wB97M-V/def2-TZVPD.

Each line ends with the Mulliken charge.
Geometry (Å):
N: 0.767 -0.539 -1.725  -0.578
C: 0.378 0.444 -0.773  -0.312
N: 0.424 1.790 -1.055  -0.208
O: 0.068 2.539 -0.130  -0.432
C: -0.110 0.122 0.469  0.747
C: -0.623 0.333 1.661  -0.377
N: -0.327 -1.107 1.273  -0.195
H: 0.165 -0.507 -2.538  0.272
H: 1.702 -0.344 -2.061  0.297
H: -0.451 0.809 2.608  0.247
H: 0.511 -1.605 1.568  0.268
H: -1.106 -1.723 1.054  0.270

Force components x, y, z for each atom (eV/Å):
N 0.0 0.2 0.0
C -0.1 0.2 0.1
N -0.1 -0.2 0.2
O 0.1 0.0 -0.3
C -0.1 0.2 0.2
C 0.2 0.1 -0.1
N 0.1 -0.5 -0.1
H -0.1 -0.1 0.0
H 0.1 -0.1 0.0
H -0.1 -0.1 -0.1
H -0.1 0.1 -0.1
H 0.1 0.2 0.0

Its HOMO-LUMO gap is 8.08 eV. For the electronic energy, the calculation gives -9703.94741 eV. The value obtained for the maximum force is 0.5 eV Å⁻¹. Its net charge is 0. Its energy above the lowest of the compared OMol25 structures with the same formula, charge and spin is 153.0 kcal per mole.

=====

5.
This record from the OMol25 dataset describes a molecular structure, C16H21N5O3Re in a non-equilibrium geometry. The level of theory is wB97M-V/def2-TZVPD.

Each line ends with the Löwdin spin population.
Geometry (Å):
N: 1.542 2.950 0.022  0.002
C: 0.928 3.946 0.058  0.001
C: 0.446 5.304 0.060  0.000
H: -0.642 5.344 -0.035  0.000
H: 0.889 5.831 -0.790  0.000
H: 0.764 5.795 0.976  0.000
N: 2.664 -1.836 -0.396  0.025
C: 3.651 -2.423 -0.519  0.046
C: 4.813 -3.120 -0.992  0.009
H: 5.237 -2.497 -1.798  0.003
H: 4.450 -4.079 -1.399  0.000
H: 5.506 -3.268 -0.143  0.003
N: -2.571 -1.636 0.114  0.012
C: -3.592 -2.159 -0.017  0.004
C: -4.847 -2.836 -0.191  0.001
H: -4.847 -3.725 0.440  0.000
H: -4.950 -3.108 -1.245  0.000
H: -5.656 -2.170 0.109  0.000
Re: 0.956 -0.665 -0.550  1.250
C: 0.233 -2.254 0.368  0.067
O: -0.077 -3.230 0.943  0.066
C: 2.207 0.407 0.736  0.058
O: 2.952 0.788 1.529  0.061
C: 1.193 0.809 -2.105  0.084
C: -0.147 0.853 -1.694  0.064
C: -0.906 -0.311 -1.721  0.053
C: -0.315 -1.561 -1.954  0.039
C: 0.963 -1.575 -2.559  -0.001
C: 1.701 -0.397 -2.612  0.010
H: 1.837 1.678 -1.969  0.008
H: -0.560 1.766 -1.260  0.005
H: -1.921 -0.262 -1.334  0.004
H: -0.793 -2.486 -1.652  0.004
H: 1.364 -2.493 -2.948  0.001
H: 2.687 -0.405 -3.052  0.002
C: -1.303 2.843 2.707  0.102
N: -1.747 1.467 2.725  0.572
C: -1.208 0.472 1.941  0.041
N: -1.408 -0.756 2.449  0.200
O: -0.607 0.671 0.854  0.105
H: -1.568 3.294 1.733  0.034
H: -0.208 2.911 2.897  0.052
H: -1.840 3.362 3.517  0.001
H: -2.163 1.140 3.598  0.008
H: -1.189 -1.527 1.846  0.005
H: -1.917 -0.849 3.313  0.002

Force components x, y, z for each atom (eV/Å):
N -1.8 1.4 0.1
C 2.2 -1.8 -0.2
C -0.5 0.4 -0.1
H 0.1 0.1 0.0
H 0.0 0.0 0.1
H 0.0 0.1 0.1
N 0.6 -0.2 0.6
C -0.7 0.4 -0.7
C 0.1 -0.3 0.5
H 0.2 -0.3 0.3
H 0.4 0.1 0.1
H 0.0 -0.1 -0.6
N -0.4 -0.4 0.2
C 0.5 0.2 0.1
C -0.2 0.0 -0.1
H -0.1 -0.1 -0.1
H -0.1 -0.1 0.1
H -0.1 -0.1 -0.1
Re 4.0 -1.5 2.8
C -2.1 -5.8 4.2
O 1.6 4.5 -3.0
C 3.2 2.7 4.3
O -2.8 -1.5 -3.2
C 0.3 1.5 -1.6
C -0.4 1.6 -0.6
C -2.0 0.3 0.5
C -1.0 -0.9 -2.6
C -1.1 -1.0 -0.6
C 0.6 1.1 -1.3
H -0.1 0.0 -0.2
H 0.2 -0.3 -0.4
H 0.3 -0.1 -0.1
H -0.5 0.0 -0.9
H 0.3 -0.4 0.2
H 0.4 -0.1 0.3
C -1.2 0.3 0.3
N 1.2 1.3 1.1
C 0.8 -2.3 -2.3
N 0.0 2.0 0.1
O -1.0 0.7 2.5
H 0.4 -0.1 0.1
H -0.2 -0.2 -0.3
H 0.3 -0.1 -0.4
H -0.4 0.2 0.1
H -0.4 -0.5 0.3
H -0.1 -0.7 0.2

The spin multiplicity is 4. Its HOMO-LUMO gap (alpha / beta) is 8.14 / 5.53 eV. As for the expectation value of S²: 3.78. For the electronic energy, the calculation gives -32607.64328 eV. The value obtained for the maximum force is 7.4 eV Å⁻¹. Its net charge is +4. Its energy above the lowest of the compared OMol25 structures with the same formula, charge and spin is 35.4 kcal per mole.

=====

6.
This record from the OMol25 dataset describes a single C5H11Cl2 molecule in a non-equilibrium geometry. The level of theory is wB97M-V/def2-TZVPD.

Each line ends with the Löwdin spin population.
Geometry (Å):
Cl: -2.311 -1.127 1.453  0.722
Cl: -1.947 1.255 2.047  0.239
C: 0.947 -2.111 -1.011  0.000
C: 0.296 -0.761 -1.236  0.000
C: 0.416 0.030 0.040  0.000
C: -0.264 1.414 0.001  0.003
C: -0.533 1.977 1.402  0.027
H: 0.923 -2.758 -1.884  0.000
H: 1.976 -1.945 -0.688  0.000
H: 0.467 -2.609 -0.168  0.001
H: 0.784 -0.220 -2.043  0.000
H: -0.754 -0.879 -1.499  0.000
H: -0.026 -0.590 0.837  -0.002
H: 1.474 0.137 0.314  0.000
H: 0.336 2.056 -0.677  0.000
H: -1.292 1.313 -0.402  -0.001
H: -0.723 3.041 1.407  0.011
H: 0.231 1.774 2.108  0.000

Force components x, y, z for each atom (eV/Å):
Cl -0.4 -0.9 -0.1
Cl -1.7 0.0 1.1
C 0.1 0.0 0.2
C 0.1 0.0 0.0
C -0.4 0.3 0.8
C -0.2 -0.5 -0.3
C 1.2 0.7 -1.3
H 0.1 -0.1 0.0
H 0.2 -0.2 -0.2
H -0.2 -0.2 -0.1
H 0.0 0.0 -0.3
H -0.1 0.0 0.0
H 0.2 0.4 -0.2
H 0.0 0.2 -0.1
H -0.5 0.1 0.7
H 0.7 0.0 -0.4
H 0.0 0.3 -0.2
H 1.0 -0.2 0.5

The spin multiplicity is 2. Its HOMO-LUMO gap (alpha / beta) is 10.69 / 8.15 eV. As for the expectation value of S²: 0.75. For the electronic energy, the calculation gives -30406.70656 eV. The value obtained for the maximum force is 2.1 eV Å⁻¹. Its net charge is 0. Its energy above the lowest of the compared OMol25 structures with the same formula, charge and spin is 6.5 kcal per mole.

=====

7.
This record from the OMol25 dataset describes a single C4H6O2 molecule in a non-equilibrium geometry. The level of theory is wB97M-V/def2-TZVPD.

Each line ends with the Mulliken charge.
Geometry (Å):
C: 1.590 -0.675 0.890  -1.257
C: 0.944 0.153 -0.153  0.815
O: 1.456 0.503 -1.193  -0.534
C: -0.521 0.481 0.215  0.565
C: -1.184 1.195 -0.856  -0.973
O: -0.986 0.205 1.288  -0.548
H: 0.933 -1.380 1.352  0.331
H: 2.562 -1.042 0.660  0.382
H: 1.884 -0.231 1.852  0.323
H: -1.304 2.169 -0.452  0.262
H: -2.122 0.729 -1.101  0.343
H: -0.530 1.129 -1.739  0.292

Force components x, y, z for each atom (eV/Å):
C 1.1 0.3 1.6
C 0.7 -0.4 0.8
O -0.4 -0.2 0.7
C 0.6 -0.2 -0.2
C -0.1 -0.6 -1.4
O 0.1 -0.2 0.3
H -0.6 -1.0 -0.5
H 0.5 -0.9 -1.1
H -0.5 1.3 -0.3
H -0.4 1.3 -0.2
H -0.6 0.1 0.1
H -0.4 0.6 0.3

Its HOMO-LUMO gap is 9.28 eV. For the electronic energy, the calculation gives -8339.28027 eV. The value obtained for the maximum force is 1.9 eV Å⁻¹. Its net charge is 0. Its energy above the lowest of the compared OMol25 structures with the same formula, charge and spin is 27.2 kcal per mole.